No. 1
Computed, not measured: a structure of composition C19H47N7O7P2S2 at a distorted geometry, with wB97M-V/def2-TZVPD.

The geometry in XYZ format:
```
84
Properties=species:S:1:pos:R:3:mulliken_charge:R:1
C 7.06681 -0.55474 0.87961 -1.1618
C 7.03016 -0.60957 -0.67146 -0.3577
C 5.84642 0.27197 -1.15520 -0.1552
O 4.91509 -0.37821 -2.01001 -0.4688
C 4.25202 -1.45631 -1.41215 -0.9576
C 3.26427 -1.07222 -0.27505 1.3592
N 3.64947 -1.75356 0.99102 -0.5293
C 3.35999 -2.93452 1.09345 0.4325
S 3.27972 -4.48451 0.93956 -0.3292
C 2.75284 0.35431 -0.17239 -0.5469
O 1.59545 0.19164 0.67839 -0.3518
S 0.74730 -0.95212 -0.08995 1.1844
O -0.18179 -0.46731 -1.03869 -0.6125
O 0.14744 -1.72073 0.94237 -0.5471
O 2.00631 -1.78211 -0.65485 -0.4135
H 7.14328 0.50598 1.13968 0.3397
H 7.89497 -1.12723 1.29364 0.3701
H 6.11437 -0.87660 1.30964 0.2691
H 6.97549 -1.64225 -1.01185 0.2850
H 7.95646 -0.12731 -0.98553 0.3245
H 5.38746 0.76093 -0.28841 0.0274
H 6.27570 1.07785 -1.75357 0.3857
H 3.64336 -1.91051 -2.19454 0.4070
H 4.91911 -2.25183 -1.06413 0.3981
H 2.52690 0.70164 -1.18069 0.4199
H 3.39486 1.00594 0.41190 0.3023
O 2.33255 3.99405 -0.92697 -0.8406
P 1.25224 4.58333 -1.82165 0.6697
N 1.59568 6.25437 -1.55231 0.2523
C 0.99646 7.18004 -0.61825 -1.0635
C 2.85899 6.73942 -2.08762 -1.1692
N -0.09202 3.86984 -1.01058 0.2989
C -1.09897 4.56345 -0.22937 -1.0809
C 0.20500 2.58790 -0.37290 -0.9020
N 0.18234 4.99076 -3.19644 0.0578
C 0.76509 4.62486 -4.49648 -1.0320
C -0.57815 6.21005 -3.33793 -0.9631
H 0.82128 8.14325 -1.11490 0.3634
H 1.63226 7.36153 0.25797 0.3219
H 0.02287 6.85442 -0.26267 0.3185
H 2.72758 7.14637 -3.10033 0.2550
H 3.60131 5.93940 -2.14320 0.3222
H 3.28793 7.52316 -1.46230 0.4131
H -0.67530 5.13485 0.60328 0.3824
H -1.80100 3.84394 0.19507 0.3599
H -1.72813 5.20190 -0.85323 0.2483
H 0.65324 2.72201 0.62008 0.3148
H 0.88896 2.00607 -0.97735 -0.1818
H -0.70126 1.99192 -0.26220 0.6510
H 1.53075 5.34678 -4.80965 0.3146
H -0.00862 4.57148 -5.26488 0.3579
H 1.23238 3.63741 -4.42870 0.3207
H 0.03248 7.05017 -3.69955 0.2844
H -1.06530 6.51870 -2.41747 0.2584
H -1.37472 6.02986 -4.06405 0.3761
O -3.46933 -6.61420 2.25245 -0.8069
P -3.83806 -5.20243 1.83753 0.7791
N -4.07914 -4.53884 3.41650 0.1568
C -5.29716 -4.38402 4.17607 -1.0670
C -2.88634 -4.40795 4.23974 -1.1619
N -5.22361 -5.62867 0.89382 0.2409
C -6.60604 -5.33654 1.21977 -1.0466
C -5.15253 -6.95092 0.26964 -1.0286
N -3.86675 -3.57192 1.11262 0.1353
C -2.53681 -3.13608 0.64659 -1.3264
C -4.59178 -2.43318 1.62079 -0.9460
H -5.30913 -3.39711 4.65776 0.3679
H -5.40159 -5.14500 4.96110 0.3127
H -6.19041 -4.41705 3.55826 0.3082
H -2.43214 -3.41426 4.12020 0.2621
H -2.13373 -5.15312 3.97102 0.3362
H -3.10858 -4.55281 5.29790 0.4111
H -6.91513 -5.75036 2.18589 0.3391
H -7.26559 -5.76027 0.46014 0.3865
H -6.81523 -4.26542 1.17590 0.2320
H -5.45971 -7.74904 0.95799 0.3164
H -4.14379 -7.17130 -0.07056 0.3284
H -5.79852 -6.98614 -0.61049 0.3739
H -1.91064 -2.81310 1.48168 0.4877
H -2.62533 -2.31736 -0.07027 0.4189
H -2.03310 -3.96618 0.14027 0.3045
H -4.07112 -1.93705 2.45319 0.2595
H -5.59778 -2.67876 1.95050 0.2730
H -4.70026 -1.71089 0.80773 0.3716
```

***

No. 2
Computed, not measured: a structure of composition C19H48BrN5O17PS2V at a distorted geometry, with wB97M-V/def2-TZVPD.

The geometry in XYZ format:
```
94
Properties=species:S:1:pos:R:3:mulliken_charge:R:1
C -0.02952 -2.68208 2.55689 -0.6710
C 0.27928 -3.73797 1.37557 -0.2898
C -0.94453 -3.92165 0.32912 -0.8345
N -0.85515 -2.70432 -0.59685 0.9082
N -1.61293 -1.68577 -0.19930 -0.7914
C -1.56871 -0.47481 -0.96316 0.1057
P -2.67830 0.98896 -0.35023 0.2695
N -3.79990 1.47243 -1.64836 -0.6607
O -3.67007 0.37117 0.93327 -0.4236
C -0.62996 -0.40215 -2.22914 0.8340
C -0.54969 0.98980 -3.06488 -0.9561
C 0.98042 1.24813 -3.51200 -0.1580
C 2.06342 1.18288 -2.31216 -0.1266
O 3.17509 0.27487 -2.68466 -0.5371
C 0.22323 -1.64435 -2.70134 -0.3384
C 0.03602 -2.90481 -1.71412 0.0284
O 0.75159 -4.14889 -1.98169 -0.0333
N 0.76825 -4.35345 -3.36094 0.1570
O -0.34522 -4.72555 -3.62613 -0.2192
H 0.94461 -2.05336 2.70255 0.2475
H -0.87316 -1.93257 2.27840 0.0810
H -0.34545 -3.22323 3.53703 0.2695
H 1.22488 -3.39942 0.78635 0.2324
H 0.52381 -4.75418 1.85826 0.3885
H -0.94482 -4.91812 -0.24294 0.3691
H -1.96076 -3.86921 0.90355 0.3486
H -4.46694 0.66578 -1.74576 0.3295
H -3.22808 1.44682 -2.51594 0.2768
H -4.47973 -0.06450 0.53173 0.2712
H -1.14752 0.78999 -4.05135 0.3126
H -1.06460 1.87705 -2.54595 0.3167
H 1.13527 2.28561 -4.04542 -0.2219
H 1.32362 0.45569 -4.30257 0.5179
H 1.64621 0.83778 -1.29609 0.2114
H 2.57060 2.21989 -2.12073 0.1792
H 3.39100 0.55934 -3.61943 0.3238
H 0.93411 -1.67956 -3.60289 0.2117
C 2.19376 -7.47806 -2.73585 -0.8837
S 2.79851 -8.90836 -1.81133 0.4912
O 2.65831 -8.59250 -0.35344 -0.6439
C 4.53602 -8.69275 -2.24966 -0.8825
H 1.11713 -7.39249 -2.57505 0.2798
H 2.68615 -6.56930 -2.38260 0.2085
H 2.38923 -7.62182 -3.80028 0.4480
H 4.88330 -7.70871 -1.92655 0.3183
H 4.65655 -8.79828 -3.32911 0.3818
H 5.11844 -9.46487 -1.74622 0.2672
Br 1.75766 3.22482 -5.66167 -0.0429
C 3.93616 6.53792 -3.37654 -0.7984
C 3.81549 5.23384 -4.14945 0.8955
O 4.87592 4.61554 -4.33171 -0.6191
O 2.63012 4.94463 -4.51152 -0.5447
H 4.97092 6.73568 -3.09202 0.3140
H 3.58224 7.36844 -3.99281 0.4327
H 3.33061 6.48769 -2.46739 0.1586
C 4.62084 7.04571 1.48774 -1.1651
C 4.29314 6.51124 0.10811 -0.0816
O 2.96921 6.88105 -0.25554 -0.5249
H 3.91623 6.65609 2.22767 0.2877
H 5.63479 6.76544 1.78413 0.3552
H 4.53621 8.13652 1.51042 0.3389
H 4.35751 5.42051 0.09535 0.2783
H 4.98675 6.90680 -0.64051 0.1889
H 2.92444 7.84848 -0.24976 0.2821
O -0.63263 0.84703 1.90919 -1.0231
V -0.57917 0.89365 3.66143 1.2509
O -0.52566 0.93023 5.40975 -1.0005
C -4.45491 -1.15050 7.86453 -0.0085
C -4.95398 0.20494 7.37196 -0.3874
O -3.98056 1.14384 7.81209 -0.3468
S -2.50992 0.42245 7.82298 0.9165
O -1.81991 0.76112 6.59023 -0.2175
O -1.92607 0.60516 9.12251 -0.5744
O -3.04029 -1.11823 7.70497 -0.3485
H -4.67513 -1.28821 8.92758 0.3319
H -4.88224 -1.98040 7.29465 -0.0905
H -5.93873 0.45582 7.77190 0.3258
H -4.98596 0.23974 6.27674 0.2887
N -6.99985 -2.63021 5.43420 -0.5137
H -6.67303 -3.19892 6.22283 0.3871
H -7.82038 -2.08636 5.72176 0.3757
H -6.25206 -1.99147 5.14028 0.3541
H -7.25293 -3.24346 4.65201 0.3960
C -0.29193 7.48856 -3.78985 -0.5962
O 1.01622 7.72525 -3.29728 -0.4784
H -0.91158 8.36189 -3.58060 0.2481
H -0.25369 7.32251 -4.86952 0.2405
H -0.71936 6.61415 -3.29221 0.2391
H 1.54208 6.93723 -3.49584 0.2450
O -6.89043 1.28715 -0.57826 -0.6615
H -5.95772 1.52276 -0.67138 0.3558
H -7.36155 2.07513 -0.87936 0.3164
O 6.46317 -10.45912 -3.60159 -0.8823
H 6.31629 -11.17124 -2.98877 0.1892
```

***

Record order is preserved below.
LUMO level: -0.470, -3.927 eV
Record order is preserved below.
E: -85469.0516, -189399.3464 eV
Record order is preserved below.
Kohn-Sham gap: 6.986, 0.957 eV